(1)
DFT (ωB97M-V with the def2-TZVPD basis set) results for C10H8N2O5Tl as an isolated structure at a distorted geometry.

Last column: Löwdin charge in e.
CARTESIAN COORDINATES (ANGSTROEM)
Tl 0.47 -0.07 -2.43  0.77
O 0.43 3.40 -2.48  0.29
C 0.42 2.27 -2.60  0.06
C 0.46 -2.40 -2.58  0.06
O 0.42 -3.54 -2.48  0.29
C 2.78 -0.07 -2.60  0.08
O 3.92 -0.06 -2.56  0.30
C -1.90 -0.05 -2.79  0.08
O -3.04 -0.08 -2.51  0.24
H 0.42 0.30 -4.74  0.11
H 0.42 -0.43 -4.74  0.12
N -0.03 0.72 4.61  0.21
C -0.75 -0.16 3.85  -0.47
O -1.55 -0.96 4.33  0.13
C -0.49 -0.07 2.40  -0.03
C 0.41 0.84 1.81  0.08
C 0.58 0.80 0.44  -0.08
N -0.13 -0.12 -0.27  -0.09
C -1.01 -1.01 0.24  -0.05
C -1.20 -0.99 1.61  0.10
H -0.19 0.65 5.59  0.13
H 0.66 1.42 4.31  0.12
H 1.00 1.59 2.33  0.14
H 1.25 1.42 -0.20  0.11
H -1.47 -1.67 -0.51  0.13
H -1.91 -1.73 1.96  0.16

Summary:
HOMO, eV: -18.4
Frontier orbital gap, Eh: 0.1576
Net charge: +3

(2)
DFT (ωB97M-V with the def2-TZVPD basis set) results for a 2-piece molecular cluster, CH4NO2 overall at a distorted geometry.

Last column: Löwdin charge in e.
CARTESIAN COORDINATES (ANGSTROEM)
O 0.83 1.62 -1.37  -0.03
H 0.73 2.38 -0.84  0.01
C -0.85 -0.39 0.34  -0.18
N 0.25 -1.31 0.59  0.06
O -1.88 -0.11 1.04  -0.02
H -0.05 1.31 -1.25  -0.02
H 0.59 -1.99 -0.09  0.09
H 0.39 -1.50 1.59  0.09

Summary:
HOMO (spin up / spin down), eV: -9.1 / -10.9
Multiplicity: 2
Frontier orbital gap (spin up / spin down), Eh: 0.3672 / 0.3684
ΔE to the lowest compared entry with this formula, charge and spin, kJ/mol: 75.56
⟨S²⟩: 0.75

(3)
DFT (ωB97M-V with the def2-TZVPD basis set) results for a 11-piece molecular cluster, C23H39Cl9O30S6 overall at a distorted geometry.

Last column: Löwdin charge in e.
CARTESIAN COORDINATES (ANGSTROEM)
C -7.97 2.81 4.50  0.01
C -8.37 2.46 3.02  -0.33
C -7.70 3.09 1.84  -0.11
O -7.29 2.07 0.98  0.10
C -7.53 0.92 1.58  -0.53
O -7.24 -0.18 1.12  0.12
O -8.14 1.11 2.79  0.08
H -8.68 3.54 4.88  0.07
H -7.02 3.34 4.48  0.07
H -7.81 2.03 5.25  0.09
H -9.45 2.61 2.93  0.15
H -6.88 3.72 2.18  0.14
H -8.43 3.67 1.27  0.14
C 5.56 -5.70 -3.45  -0.03
C 4.33 -5.64 -4.34  -0.31
C 4.34 -4.64 -5.53  -0.06
O 4.26 -5.48 -6.68  0.11
C 4.25 -6.72 -6.35  -0.60
O 3.87 -7.60 -7.11  0.13
O 4.28 -6.86 -5.03  0.08
H 6.53 -5.77 -3.93  0.09
H 5.53 -6.49 -2.70  0.09
H 5.66 -4.75 -2.93  0.08
H 3.44 -5.55 -3.72  0.15
H 5.25 -4.05 -5.37  0.13
H 3.46 -4.02 -5.34  0.13
O -4.24 -2.49 -9.17  -0.27
S -4.08 -2.21 -7.70  0.74
O -2.76 -2.25 -7.14  -0.22
O -4.85 -0.82 -7.25  -0.19
C -6.07 -1.06 -6.69  -0.24
C -6.43 -2.51 -6.90  -0.16
O -5.12 -3.11 -6.79  -0.20
H -5.92 -0.70 -5.67  0.13
H -6.84 -0.36 -7.02  0.13
H -6.84 -2.66 -7.90  0.13
H -7.14 -2.87 -6.16  0.14
O -2.18 -0.50 8.94  -0.26
S -1.58 -0.02 7.69  0.77
O -2.36 -0.19 6.45  -0.25
O -0.88 1.50 7.86  -0.21
C 0.32 1.37 8.62  -0.16
C 0.95 -0.10 8.25  -0.15
O -0.08 -0.72 7.52  -0.23
H 1.00 2.20 8.46  0.12
H 0.13 1.44 9.69  0.11
H 1.12 -0.74 9.11  0.12
H 1.92 0.03 7.75  0.12
O -0.64 4.46 -9.02  -0.22
S 0.50 4.47 -8.17  0.69
O 0.86 3.30 -7.44  -0.21
O 1.83 5.02 -8.97  -0.21
C 1.94 6.44 -9.00  -0.14
C 0.85 6.93 -7.97  -0.21
O 0.51 5.84 -7.24  -0.21
H 2.95 6.78 -8.81  0.13
H 1.56 6.76 -9.98  0.12
H -0.04 7.13 -8.56  0.12
H 1.10 7.69 -7.22  0.14
O 8.37 4.24 6.21  -0.24
S 8.10 3.02 5.45  0.72
O 6.76 2.46 5.56  -0.25
O 8.43 3.19 3.86  -0.21
C 8.79 1.99 3.27  -0.20
C 9.16 0.95 4.39  -0.10
O 9.26 1.87 5.55  -0.22
H 7.99 1.67 2.60  0.13
H 9.62 2.24 2.60  0.13
H 10.07 0.37 4.23  0.13
H 8.33 0.24 4.48  0.12
O 5.18 8.52 1.06  -0.23
S 4.17 9.38 1.63  0.73
O 3.57 10.43 0.80  -0.25
O 2.99 8.48 2.35  -0.21
C 3.46 7.98 3.60  -0.17
C 4.43 9.04 4.09  -0.21
O 4.58 9.98 3.09  -0.19
H 2.52 7.84 4.13  0.13
H 3.94 7.02 3.39  0.13
H 5.35 8.47 4.20  0.13
H 4.23 9.53 5.05  0.14
O 2.39 -0.78 1.93  -0.24
S 1.29 -0.38 1.04  0.68
O 1.16 1.03 0.75  -0.24
O 1.22 -1.26 -0.32  -0.20
C -0.10 -1.46 -0.79  -0.17
C -0.95 -1.21 0.43  -0.17
O -0.09 -0.99 1.55  -0.19
H -0.29 -0.72 -1.57  0.13
H -0.32 -2.44 -1.19  0.13
H -1.69 -1.98 0.66  0.14
H -1.50 -0.28 0.28  0.13
Cl -5.07 -6.50 5.22  0.48
C -6.55 -5.61 4.79  -1.48
Cl -7.08 -4.63 6.21  0.49
Cl -7.73 -6.84 4.23  0.49
H -6.36 -4.90 3.98  0.02
Cl -4.40 -9.83 -2.73  0.53
C -4.34 -8.23 -3.46  -1.51
Cl -2.69 -7.82 -3.99  0.51
Cl -4.99 -7.02 -2.27  0.46
H -5.02 -8.11 -4.30  0.01
Cl 0.27 -10.38 3.36  0.50
C 1.20 -8.93 2.88  -1.46
Cl 0.51 -7.95 1.53  0.49
Cl 2.93 -9.35 2.52  0.47
H 1.15 -8.27 3.75  0.00

Summary:
HOMO, eV: -10.5
Frontier orbital gap, Eh: 0.3831

(4)
DFT (ωB97M-V with the def2-TZVPD basis set) results for a 9-piece molecular cluster, C2H22N4O9 overall at a distorted geometry.

Last column: Löwdin charge in e.
CARTESIAN COORDINATES (ANGSTROEM)
O 2.04 -0.98 2.34  -0.09
H 1.64 -0.89 1.48  -0.04
H 2.92 -1.33 2.17  0.02
O 0.59 -0.41 -2.48  -0.15
H 1.49 -0.26 -2.18  -0.07
H 0.65 -0.37 -3.43  0.00
O -2.24 0.71 2.75  -0.06
H -2.79 0.02 3.12  0.01
H -2.86 1.41 2.52  0.03
O 1.32 2.83 1.68  -0.05
H 0.60 2.30 1.34  0.02
H 0.96 3.72 1.75  0.04
O 0.23 -0.27 0.49  -0.07
H 0.30 -0.19 -0.46  -0.02
H -0.71 -0.39 0.65  0.02
O -0.39 -1.66 3.74  -0.07
H -0.22 -1.97 2.85  0.00
H -1.02 -2.28 4.10  0.02
O 2.51 -2.90 -0.57  -0.13
H 1.61 -3.23 -0.55  -0.01
H 2.44 -2.01 -0.90  -0.05
C -3.93 -0.97 -0.90  -0.79
O -3.95 -0.18 -1.83  0.00
N -4.94 -0.97 -0.03  0.14
N -3.05 -1.93 -0.81  0.16
H -5.71 -0.34 -0.11  0.11
H -4.88 -1.69 0.68  0.09
H -2.88 -2.36 0.09  0.09
H -2.36 -1.98 -1.55  0.11
C 2.75 2.87 -1.93  -0.76
O 2.66 4.10 -1.81  -0.03
N 2.55 2.00 -0.97  0.15
N 3.16 2.24 -3.05  0.12
H 2.87 1.05 -1.08  0.05
H 2.02 2.26 -0.15  0.07
H 3.29 1.24 -3.06  0.03
H 3.32 2.80 -3.87  0.09

Summary:
HOMO (spin up / spin down), eV: -0.2 / -6.5
Multiplicity: 2
Frontier orbital gap (spin up / spin down), Eh: 0.0898 / 0.3135
ΔE to the lowest compared entry with this formula, charge and spin, kJ/mol: 0.00
⟨S²⟩: 0.75
Net charge: -1

(5)
DFT (ωB97M-V with the def2-TZVPD basis set) results for a 7-piece molecular cluster, C31H63ClN2O8 overall at a distorted geometry.

Last column: Löwdin charge in e.
CARTESIAN COORDINATES (ANGSTROEM)
C 0.18 4.32 -3.32  -0.11
C -1.05 3.26 -3.51  -0.25
O -1.01 2.08 -2.64  -0.17
C -1.01 2.44 -1.21  -0.04
C -2.41 3.13 -0.63  -0.11
O -3.61 3.40 -1.44  -0.08
C -2.50 3.51 0.98  0.01
C -1.20 3.19 1.91  -0.01
C 0.23 2.50 1.37  -0.15
N 1.30 2.30 2.40  0.05
C 2.47 1.65 1.73  -0.04
C 2.60 1.21 0.17  -0.16
C 3.98 0.46 -0.34  -0.59
Cl 4.84 -0.55 0.96  0.58
C 5.07 1.47 -1.05  -0.27
C 5.85 2.48 -0.02  -0.15
N 1.51 1.47 -0.83  0.11
C 0.30 2.13 -0.21  -0.06
H 1.19 3.76 -3.49  0.08
H 0.07 5.12 -4.20  0.09
H 0.12 4.90 -2.29  0.09
H -0.97 2.85 -4.63  0.14
H -2.05 3.88 -3.47  0.12
H -3.94 2.51 -1.78  0.10
H -3.49 3.98 1.46  0.11
H -1.29 3.45 3.07  0.10
H 3.42 1.42 2.43  0.10
H 3.63 -0.30 -1.19  0.11
H 4.61 2.09 -1.95  0.12
H 5.90 0.77 -1.53  0.12
H 6.62 1.81 0.58  0.06
H 6.53 3.20 -0.68  0.09
H 5.16 3.12 0.67  0.08
C -4.36 6.71 -1.98  -0.06
C -5.34 6.95 -0.84  -0.50
C -6.71 6.36 -1.16  -0.06
O -5.47 8.35 -0.61  -0.06
H -4.71 7.20 -2.90  0.08
H -3.39 7.15 -1.74  0.08
H -4.23 5.64 -2.17  0.06
H -4.95 6.50 0.08  0.14
H -7.14 6.83 -2.05  0.08
H -7.41 6.55 -0.34  0.08
H -6.65 5.28 -1.33  0.08
H -5.81 8.76 -1.42  0.09
C -6.13 -1.10 -3.12  -0.06
C -5.89 0.08 -2.20  -0.50
C -7.01 0.21 -1.17  -0.06
O -5.82 1.28 -2.97  -0.07
H -7.06 -0.98 -3.68  0.08
H -5.32 -1.17 -3.86  0.08
H -6.17 -2.04 -2.56  0.08
H -4.93 -0.03 -1.68  0.13
H -7.97 0.37 -1.66  0.08
H -6.83 1.08 -0.52  0.08
H -7.08 -0.69 -0.55  0.08
H -6.67 1.39 -3.43  0.10
C 1.73 -4.20 0.46  -0.06
C 1.11 -2.88 0.03  -0.49
C 1.48 -2.53 -1.40  -0.06
O 1.56 -1.84 0.90  -0.08
H 2.82 -4.15 0.42  0.09
H 1.46 -4.43 1.50  0.09
H 1.39 -5.02 -0.18  0.06
H 0.02 -2.94 0.13  0.12
H 2.57 -2.42 -1.51  0.07
H 1.04 -1.57 -1.69  0.08
H 1.13 -3.30 -2.10  0.08
H 2.53 -1.79 0.82  0.02
C -3.90 -1.39 3.01  -0.06
C -3.76 -2.44 1.92  -0.50
C -2.33 -2.93 1.80  -0.07
O -4.17 -1.88 0.67  -0.07
H -3.28 -0.51 2.79  0.08
H -4.93 -1.03 3.07  0.08
H -3.61 -1.79 3.98  0.08
H -4.43 -3.28 2.13  0.14
H -1.65 -2.12 1.54  0.08
H -2.25 -3.68 1.01  0.08
H -1.99 -3.38 2.74  0.09
H -3.58 -1.13 0.47  0.09
C 2.76 -9.04 -1.20  -0.07
C 2.28 -8.67 0.20  -0.50
C 1.32 -9.72 0.75  -0.07
O 1.63 -7.41 0.16  -0.07
H 1.91 -9.09 -1.90  0.08
H 3.43 -8.27 -1.59  0.08
H 3.28 -10.00 -1.20  0.08
H 3.14 -8.58 0.87  0.14
H 0.43 -9.80 0.12  0.08
H 0.98 -9.44 1.75  0.08
H 1.80 -10.70 0.80  0.08
H 0.86 -7.48 -0.43  0.09
C 7.85 -0.63 3.63  -0.07
C 8.48 0.71 3.30  -0.50
C 8.97 1.42 4.55  -0.07
O 7.53 1.53 2.63  -0.09
H 6.97 -0.50 4.28  0.08
H 7.49 -1.13 2.72  0.06
H 8.56 -1.29 4.13  0.08
H 9.32 0.55 2.61  0.14
H 8.14 1.62 5.23  0.08
H 9.41 2.39 4.29  0.08
H 9.72 0.82 5.08  0.08
H 6.78 1.67 3.23  0.09

Summary:
HOMO, eV: -8.1
Frontier orbital gap, Eh: 0.2560
ΔE to the lowest compared entry with this formula, charge and spin, kJ/mol: 1312.92

(6)
DFT (ωB97M-V with the def2-TZVPD basis set) results for C28H23N7Ti as an isolated structure.

Last column: Löwdin charge in e.
CARTESIAN COORDINATES (ANGSTROEM)
Ti -0.84 0.13 -0.30  1.31
C -3.29 -0.83 -1.99  -0.04
N -2.98 0.19 -0.95  -0.09
C -3.93 0.19 0.19  -0.04
C -3.15 0.59 1.40  -0.24
N -1.80 0.66 1.33  0.01
C -1.36 1.06 2.62  -0.17
C -0.10 1.34 3.14  0.01
C -0.04 1.72 4.46  -0.01
C -1.18 1.84 5.26  0.00
C -2.44 1.58 4.75  0.06
C -2.50 1.20 3.42  -0.14
N -3.59 0.89 2.60  0.25
C -1.98 -1.24 -2.59  -0.24
N -0.83 -0.86 -2.00  0.01
C 0.22 -1.40 -2.80  -0.17
C 1.60 -1.31 -2.71  0.01
C 2.33 -1.97 -3.68  -0.01
C 1.72 -2.69 -4.72  0.00
C 0.34 -2.77 -4.82  0.06
C -0.39 -2.11 -3.84  -0.14
N -1.77 -1.97 -3.66  0.25
H -3.97 -0.45 -2.76  0.17
H -3.78 -1.69 -1.54  0.16
H -3.05 1.10 -1.40  0.16
H -4.35 -0.81 0.33  0.16
H -4.77 0.87 0.03  0.17
H 0.79 1.28 2.53  0.10
H 0.92 1.96 4.90  0.13
H -1.08 2.15 6.29  0.14
H -3.33 1.68 5.36  0.15
H -4.56 0.91 2.90  0.22
H 2.10 -0.74 -1.94  0.10
H 3.41 -1.92 -3.66  0.13
H 2.34 -3.19 -5.45  0.14
H -0.13 -3.32 -5.62  0.15
H -2.47 -2.37 -4.27  0.22
C 1.64 -2.75 1.73  0.05
C 0.51 -2.18 1.14  -0.01
N 0.54 -0.96 0.59  -0.02
C 1.71 -0.23 0.60  -0.18
C 2.88 -0.74 1.17  -0.09
C 2.82 -2.03 1.74  0.11
C 4.07 0.06 1.15  0.06
C 4.06 1.30 0.59  0.06
C 2.88 1.83 0.00  -0.09
C 2.81 3.11 -0.60  0.12
C 1.62 3.56 -1.15  0.05
C 0.50 2.75 -1.11  -0.01
N 0.53 1.53 -0.54  -0.02
C 1.70 1.07 0.01  -0.17
H 1.58 -3.74 2.16  0.15
H -0.43 -2.72 1.11  0.15
H 3.71 -2.45 2.20  0.16
H 4.97 -0.34 1.59  0.15
H 4.97 1.89 0.58  0.15
H 3.69 3.74 -0.63  0.16
H 1.56 4.54 -1.61  0.15
H -0.44 3.08 -1.53  0.14

Summary:
HOMO, eV: -20.1
Frontier orbital gap, Eh: 0.2184
Net charge: +4

Please write out number 4 again, unchanged.
DFT (ωB97M-V with the def2-TZVPD basis set) results for a 9-piece molecular cluster, C2H22N4O9 overall at a distorted geometry.

Last column: Löwdin charge in e.
CARTESIAN COORDINATES (ANGSTROEM)
O 2.04 -0.98 2.34  -0.09
H 1.64 -0.89 1.48  -0.04
H 2.92 -1.33 2.17  0.02
O 0.59 -0.41 -2.48  -0.15
H 1.49 -0.26 -2.18  -0.07
H 0.65 -0.37 -3.43  0.00
O -2.24 0.71 2.75  -0.06
H -2.79 0.02 3.12  0.01
H -2.86 1.41 2.52  0.03
O 1.32 2.83 1.68  -0.05
H 0.60 2.30 1.34  0.02
H 0.96 3.72 1.75  0.04
O 0.23 -0.27 0.49  -0.07
H 0.30 -0.19 -0.46  -0.02
H -0.71 -0.39 0.65  0.02
O -0.39 -1.66 3.74  -0.07
H -0.22 -1.97 2.85  0.00
H -1.02 -2.28 4.10  0.02
O 2.51 -2.90 -0.57  -0.13
H 1.61 -3.23 -0.55  -0.01
H 2.44 -2.01 -0.90  -0.05
C -3.93 -0.97 -0.90  -0.79
O -3.95 -0.18 -1.83  0.00
N -4.94 -0.97 -0.03  0.14
N -3.05 -1.93 -0.81  0.16
H -5.71 -0.34 -0.11  0.11
H -4.88 -1.69 0.68  0.09
H -2.88 -2.36 0.09  0.09
H -2.36 -1.98 -1.55  0.11
C 2.75 2.87 -1.93  -0.76
O 2.66 4.10 -1.81  -0.03
N 2.55 2.00 -0.97  0.15
N 3.16 2.24 -3.05  0.12
H 2.87 1.05 -1.08  0.05
H 2.02 2.26 -0.15  0.07
H 3.29 1.24 -3.06  0.03
H 3.32 2.80 -3.87  0.09

Summary:
HOMO (spin up / spin down), eV: -0.2 / -6.5
Multiplicity: 2
Frontier orbital gap (spin up / spin down), Eh: 0.0898 / 0.3135
ΔE to the lowest compared entry with this formula, charge and spin, kJ/mol: 0.00
⟨S²⟩: 0.75
Net charge: -1